Record 1
ORCA calculation (ωB97M-V/def2-TZVPD) on a structure of composition C24H36BeCaF4NO11PS at a distorted geometry.

Values from the calculation:
* strongest force on any atom: 7.481 eV/Å
* HOMO-LUMO gap: 2.132 eV
* E_tot: -3649.051570 hartree

Structure (ORCA input):
```
! RIJCOSX wB97M-V def2-TZVPD def2/J DEFGRID3
* xyz 0 1
Ca -1.5457 -3.9878 -1.8061
S -2.2960 -0.2295 -4.2465
P 2.4826 1.8840 6.5795
F -2.1729 -4.2250 2.3375
F -3.2881 -4.3619 0.4819
F -3.6364 -5.8188 2.0677
F -0.8654 -0.7540 0.1087
O -5.7467 -3.9200 2.2251
O -4.2768 -3.1813 3.8239
O 0.2418 3.9066 -1.2018
O -0.3747 -3.6080 0.0670
O 2.7060 2.9270 7.6868
O 2.0106 -0.3718 3.7433
O 4.2529 8.5071 -2.3692
O 3.5139 2.0969 5.4593
O 3.5324 3.4071 -3.6886
O 1.0640 2.0406 6.0071
O 2.6455 0.4714 7.1644
N 0.4939 -3.2938 -2.2653
C 1.6348 0.1016 1.1875
C 3.2619 -1.1512 3.4937
C 0.0528 -2.7684 -0.9149
C 4.4703 5.4947 -4.2494
C -4.6327 -4.1282 4.8264
C 4.0867 7.3339 -2.6734
C 3.1348 5.1370 -2.1389
C 0.2071 -1.1050 -0.8520
C -0.1105 2.5116 -1.6279
C -4.6308 0.7568 -2.7019
C 1.2469 1.8165 -2.2291
C -4.1520 -0.0014 -4.0749
C -1.6275 -0.4616 -2.5104
C 3.6986 4.5803 -3.3844
C -3.5931 -5.2127 5.0290
C 1.6604 -0.9188 -0.1169
C 0.4767 -2.0547 -3.1787
C -3.4105 -4.5030 1.8340
C -4.4948 -3.5175 2.4236
C 3.3151 6.4194 -1.8084
C 1.1159 -0.6032 2.5784
C -0.0014 -0.6477 -2.4115
C 4.6505 6.7772 -3.9190
C 1.0037 0.4489 -3.0995
Be 4.6854 -2.7535 2.3035
H 0.4876 0.7776 -4.1240
H 3.6520 -1.6217 4.5187
H 3.0291 -1.9703 2.6884
H -0.4752 1.8750 -0.7149
H 2.0213 -1.9723 0.3115
H -4.6864 -3.5519 5.7572
H -2.5784 -4.8093 4.9680
H 4.8776 5.0703 -5.1589
H 2.5719 4.4534 -1.5147
H 2.5085 -0.5351 -0.8260
H -5.6323 -4.5489 4.6768
H -4.2012 -2.5706 1.9459
H -1.9821 0.4579 -1.8781
H 0.8777 -1.7599 2.4059
H 1.7186 2.6111 -2.9850
H -5.7967 0.8292 -2.5956
H -3.7289 -5.6919 6.0030
H -4.1757 1.8474 -2.5734
H -0.1272 -2.1962 -4.1981
H -0.0479 -4.0884 -2.6714
H 2.0716 1.6753 -1.3818
H -3.6900 -5.9964 4.2759
H 2.9077 6.8439 -0.8990
H -2.1142 -1.4620 -2.0917
H -4.2567 0.1577 -1.7410
H 4.0582 -0.3627 3.1011
H 1.5941 -2.0831 -3.5961
H 0.9227 0.9884 0.9002
H -0.5663 4.5061 -1.3028
H -4.6365 -1.0882 -4.0408
H 5.2134 7.4608 -4.5432
H 0.0630 -0.1210 2.8568
H -4.5453 0.6462 -4.9823
H 2.0612 0.0367 -3.3975
H -0.8889 2.6040 -2.4977
H 2.7045 0.5488 1.3453
*
```

Charges per atom according to Löwdin partitioning, unit e: 1.62, 0.78, -0.11, 0.11, 0.04, 0.12, -0.02, -0.11, -0.10, -0.13, -0.09, -0.20, -0.22, 0.11, -0.24, 0.06, -0.21, -0.22, -0.06, -0.13, -0.24, -0.34, 0.02, -0.26, -0.38, 0.02, -0.20, -0.21, -0.18, -0.16, -0.52, -0.43, -0.37, -0.09, -0.08, -0.12, -0.50, -0.48, 0.04, -0.19, -0.31, 0.03, -0.12, 0.29, 0.13, 0.12, -0.10, 0.11, 0.12, 0.12, 0.08, 0.12, 0.10, 0.13, 0.11, 0.14, 0.09, 0.13, 0.11, 0.10, 0.08, 0.10, 0.14, 0.03, 0.13, 0.06, 0.13, 0.07, 0.08, 0.09, 0.16, 0.11, 0.12, 0.09, 0.12, 0.15, 0.10, 0.13, 0.13, 0.13

=====

Record 2
ORCA calculation (ωB97M-V/def2-TZVPD) on a structure of composition C6H15F10Li3N5O24PS10 at a distorted geometry.

Values from the calculation:
* relative energy (zero: lowest compared OMol25 entry of this formula, charge and spin): 0.0 kcal per mole
* strongest force on any atom: 7.421 eV/Å
* HOMO-LUMO gap: 7.104 eV
* E_tot: -7661.973873 hartree

Structure (ORCA input):
```
! RIJCOSX wB97M-V def2-TZVPD def2/J DEFGRID3
* xyz -2 1
S -4.3805 3.6788 1.5186
S 3.9402 4.8229 4.6176
S -2.2059 2.8689 -2.5793
S -1.1180 -0.2006 2.2407
S 3.3317 3.4412 2.7383
S -0.3258 1.5939 -3.3071
S -2.6404 -2.7961 -2.0747
S 0.2951 1.6271 1.3382
S -2.6346 3.7552 3.2903
S -3.9865 -1.0852 -0.8780
P 1.4297 -2.5275 -1.1883
F -1.4478 -2.8610 -3.1977
F 4.2197 2.8531 1.5097
F 5.1799 5.7630 5.0946
F -0.1588 0.2135 -4.1049
F -1.7528 2.7879 4.1971
F -3.6809 3.3270 -3.1187
F -4.7958 -0.1450 -1.8682
F -4.5370 2.4302 0.4759
F 0.0404 2.8632 0.3648
F -1.6257 -1.5164 1.4692
O 0.4577 -1.4267 -1.2098
O 1.5168 1.1252 0.7879
O 0.0903 1.1568 -2.0066
O -1.7324 4.6860 2.7084
O -1.4716 4.0635 -2.8518
O 0.2219 2.1894 2.6615
O 2.8616 5.7937 4.4365
O -5.7146 3.7517 2.0306
O -2.5710 2.5954 -1.1928
O -2.1491 -3.6925 -1.0652
O 2.1311 -2.8259 -2.5553
O -4.9341 -2.1459 -0.6660
O 0.4887 2.4966 -4.0285
O 2.7090 -2.2980 -0.2490
O -3.6080 4.2369 4.2228
O -3.8535 4.6910 0.6679
O -2.3110 -0.0541 3.0685
O 3.1011 2.1692 3.3929
O -3.7698 -3.1884 -2.8998
O 2.2867 4.1591 2.0869
O 3.7529 3.9105 5.7075
O 0.7195 -3.8640 -0.6824
O -3.8132 -0.2476 0.2739
O 0.0974 -0.7513 2.7957
N -2.5125 -1.2399 -1.8160
N -3.3347 2.6143 2.3106
N 4.6305 4.3509 3.3216
N -0.9837 0.8449 0.8910
N -2.0518 1.6645 -3.5197
C 3.6782 -3.1908 1.8389
C 2.5826 -2.3750 1.1593
C 1.9865 -1.9842 -3.7127
C 0.4335 -5.7423 -2.1915
C 2.7780 -0.6936 -3.6741
C 1.1401 -5.2018 -0.9475
Li -3.9796 1.0900 3.2413
Li -2.7759 1.7680 0.6261
Li -1.1345 -0.4804 -0.6848
H 3.9902 -2.7466 2.7799
H 3.2916 -4.1765 2.1202
H 2.2165 -2.5628 -4.6090
H 0.9928 -6.5652 -2.6498
H 4.4533 -3.3899 1.0985
H 2.5062 -0.0505 -4.5028
H 2.7732 -0.2918 -2.6574
H 0.9097 -1.8191 -3.7954
H 1.5905 -2.7245 1.4637
H 2.2292 -5.2151 -1.0018
H 3.8502 -0.9291 -3.6983
H 2.5658 -1.3992 1.6536
H 0.7749 -5.7694 -0.0913
H 0.2595 -4.9584 -2.9254
H -0.5125 -6.2506 -1.9990
*
```

Charges per atom according to Löwdin partitioning, unit e: 0.57, 0.43, 0.45, 0.63, 0.55, 0.56, 0.49, 0.45, 0.50, 0.59, 0.43, -0.21, -0.23, -0.24, -0.20, -0.17, -0.22, -0.15, -0.29, -0.15, -0.20, -0.27, -0.22, -0.31, -0.19, -0.25, -0.26, -0.32, -0.25, -0.38, -0.27, -0.16, -0.25, -0.24, -0.14, -0.27, -0.19, -0.36, -0.29, -0.29, -0.26, -0.31, -0.19, -0.34, -0.22, -0.30, -0.44, -0.28, -0.38, -0.23, -0.06, -0.28, -0.25, -0.07, -0.06, -0.24, 0.76, 0.59, 0.57, 0.08, 0.06, 0.12, 0.07, 0.08, 0.08, 0.09, 0.09, 0.11, 0.12, 0.08, 0.11, 0.12, 0.07, 0.07

=====

Record 3
ORCA calculation (ωB97M-V/def2-TZVPD) on an isolated molecule of C6H10O at a distorted geometry.

Values from the calculation:
* SMILES string: C=C(C)/C=C/CO
* relative energy (zero: lowest compared OMol25 entry of this formula, charge and spin): 72.1 kcal per mole
* strongest force on any atom: 5.571 eV/Å
* HOMO-LUMO gap: 8.883 eV
* E_tot: -309.727549 hartree

Structure (ORCA input):
```
! RIJCOSX wB97M-V def2-TZVPD def2/J DEFGRID3
* xyz 0 1
O -3.3180 -0.4531 -0.1181
C 0.1993 0.5753 0.1273
C 1.6148 0.1924 -0.1152
C -2.0447 -0.6009 0.6298
C -0.7730 -0.3370 -0.1305
C 2.6282 0.9200 0.7862
C 2.0236 -0.1432 -1.3341
H -2.2397 -0.1643 1.6187
H -2.0632 -1.7722 0.9168
H 3.2003 0.0352 1.3816
H 3.5150 1.4661 0.3660
H 0.1008 1.4827 0.7050
H 1.2436 -0.2555 -2.0681
H -3.5861 -1.2206 -0.5959
H -0.7383 -0.9580 -1.0052
H 2.1182 1.4757 1.4715
H 3.1042 -0.1044 -1.6260
*
```

Charges per atom according to natural (NBO) partitioning, unit e: -0.75, -0.20, -0.04, -0.10, -0.20, -0.63, -0.37, 0.20, 0.17, 0.21, 0.23, 0.21, 0.19, 0.47, 0.19, 0.20, 0.20

=====

Record 4
ORCA calculation (ωB97M-V/def2-TZVPD) on an isolated molecule of C18H21F4N3O4 at a distorted geometry.

Values from the calculation:
* SMILES string: O=C(Nc1ccc(OC(F)(F)F)c(F)c1)NC1CCN(C(=O)[C@@H]2CCOC2)CC1
* relative energy (zero: lowest compared OMol25 entry of this formula, charge and spin): 54.5 kcal per mole
* strongest force on any atom: 4.550 eV/Å
* HOMO-LUMO gap: 9.245 eV
* E_tot: -1563.136741 hartree

Structure (ORCA input):
```
! RIJCOSX wB97M-V def2-TZVPD def2/J DEFGRID3
* xyz 0 1
F -3.3361 -5.1364 2.8979
F 1.0505 -5.2445 3.8841
F -1.8214 -5.9688 4.1011
F -2.0028 -3.7257 3.6015
O -2.0421 2.6060 -3.9110
O 4.3312 -0.0451 1.0463
O -1.2187 4.3850 0.1081
O -1.2364 -5.2102 2.0108
N -0.3100 2.4733 -0.3880
N 2.2245 -0.0614 0.2883
N 3.1753 -1.9382 1.4473
C -0.1261 -4.4935 1.8670
C 1.4370 1.4096 -1.6421
C -2.2842 3.3810 -1.6883
C -3.2444 1.8667 -3.4616
C -3.1304 2.0920 -1.9318
C 1.1955 -2.8856 0.4586
C 3.2790 -0.6465 1.0156
C 1.8905 2.3622 0.6553
C -1.2665 3.3909 -0.6156
C 0.0263 -3.7190 0.6024
C -2.0246 -4.9888 3.1436
C 0.3721 2.2326 0.8626
C -1.6885 3.6684 -3.0539
C 2.0356 -2.6801 1.5864
C 1.9402 -3.5101 2.7183
C 0.0169 1.3988 -1.3093
C 2.3874 1.2784 -0.4319
C 0.9150 -4.5167 2.7248
H -2.6798 1.2217 -1.5513
H 0.0688 2.9615 1.5780
H -4.0208 2.0766 -1.3067
H -0.5330 3.7091 -2.9414
H 3.4393 1.4720 -0.7335
H 2.1442 3.3863 0.3354
H 1.5063 -2.3401 -0.4759
H 1.6221 0.4736 -2.2262
H -3.0713 0.8703 -3.7206
H -0.3838 0.3968 -0.9137
H -0.5278 1.4140 -2.2936
H -0.7260 -4.0170 -0.1290
H 1.2267 -0.3911 0.5018
H 2.7228 -3.6077 3.4272
H 0.0151 1.2447 1.2472
H -4.1691 2.3152 -3.8303
H -2.0921 4.6158 -3.3696
H 2.3849 2.1836 1.6232
H -2.9542 4.2414 -1.4125
H 3.9022 -2.3026 1.9517
H 1.5805 2.3017 -2.3467
*
```

Charges per atom according to natural (NBO) partitioning, unit e: -0.32, -0.32, -0.32, -0.31, -0.55, -0.64, -0.63, -0.48, -0.46, -0.70, -0.62, 0.17, -0.43, -0.34, -0.06, -0.43, -0.26, 0.79, -0.41, 0.68, -0.19, 1.17, -0.22, -0.05, 0.16, -0.28, -0.24, -0.03, 0.37, 0.21, 0.25, 0.23, 0.18, 0.25, 0.22, 0.25, 0.22, 0.19, 0.17, 0.24, 0.24, 0.40, 0.23, 0.18, 0.18, 0.18, 0.22, 0.25, 0.41, 0.23